23
Properties=species:S:1:pos:R:3:forces:R:3:mulliken_charge:R:1 method="wB97M-V/def2-TZVPD" smiles="C=CCC#C[C@@]12NC(=O)N[C@]1(C)O2" homo_ha=-0.3484 e_lumo_ev=0.64 gap_ev=10.12 e_above_lowest_kj_mol=411.38 total_charge=0
C -0.409774 1.306617 4.211317 -0.75 -0.19 -0.07 -0.679
C -0.156452 2.066992 3.144896 2.53 -0.45 0.66 -0.053
C -1.021912 2.164868 1.959928 1.64 2.01 -0.93 -0.751
C -0.766005 1.174346 0.942172 0.04 0.55 -0.45 0.864
C -0.597865 0.565072 -0.073170 1.25 -2.12 -1.23 -1.077
C -0.367873 -0.504684 -1.086457 0.42 0.65 -0.08 0.702
N -1.213439 -0.406151 -2.225041 2.37 -2.61 -0.14 -0.118
C -0.776593 -1.186170 -3.289140 0.93 0.93 1.31 0.122
O -1.208414 -1.252775 -4.392868 -1.24 -0.24 -1.15 -0.596
N 0.399003 -1.807601 -2.875669 -0.06 2.53 0.92 -0.209
C 0.765676 -1.440410 -1.538436 0.68 1.27 -0.45 0.929
C 2.277925 -1.502128 -1.272398 -1.44 2.75 0.81 -1.253
O -0.153593 -1.813339 -0.582072 -1.30 -0.94 1.24 -0.537
H 0.264709 1.090339 5.048920 -0.15 0.47 -0.51 0.261
H -1.402426 0.793979 4.281245 0.90 0.45 -0.12 0.207
H 0.808855 2.596621 2.929745 -0.63 -0.72 1.00 0.244
H -1.973968 2.008687 2.353066 -2.22 0.51 -0.05 0.373
H -0.720336 3.203949 1.493130 -1.59 -1.76 0.72 0.247
H -1.944548 0.181747 -2.326217 -2.65 2.19 -0.15 0.105
H 0.416353 -2.729532 -3.132397 0.58 -2.73 -0.81 0.219
H 2.595005 -0.465304 -0.812248 -0.19 -2.12 -1.24 0.283
H 2.720989 -1.795486 -2.205490 0.63 0.44 -0.28 0.371
H 2.464685 -2.249638 -0.552818 0.26 -0.88 0.98 0.346


25
Properties=species:S:1:pos:R:3:forces:R:3:mulliken_charge:R:1 method="wB97M-V/def2-TZVPD" smiles="NC(=O)[C@@](CS)(c1ccccc1)[N+](=O)[O-]" homo_ha=-0.3415 e_lumo_ev=-0.26 gap_ev=9.04 e_above_lowest_kj_mol=345.82 total_charge=0
N -2.196584 -0.666645 2.035140 -0.53 0.58 -0.51 -0.388
C -1.445740 0.251642 1.271766 -1.73 -2.29 -0.03 0.075
O -1.269989 1.375255 1.661879 0.27 0.24 -0.36 -0.569
C -0.938325 -0.202552 -0.160697 -0.27 2.00 -0.46 0.977
C -1.873041 0.879040 -1.284551 3.01 -1.12 2.97 -1.091
S -1.258765 2.518989 -1.355330 0.52 0.37 -1.75 -0.147
C 0.588672 -0.179846 -0.165452 0.60 2.47 0.78 0.296
C 1.211686 -0.410262 1.072354 1.05 -1.67 -0.45 -0.086
C 2.624007 -0.313354 1.225951 -0.16 -0.58 -3.81 -0.936
C 3.361555 -0.082219 -0.020666 -0.95 0.13 2.37 -0.210
C 2.697829 0.301096 -1.196392 4.60 -0.36 0.77 -0.733
C 1.370307 0.355124 -1.205457 -3.15 0.08 -0.98 -0.242
N -1.242602 -1.560535 -0.699228 -0.91 0.47 -0.65 1.115
O -1.941484 -2.333967 -0.071176 0.34 -0.40 -0.42 -0.735
O -0.815337 -1.721007 -1.828775 -0.34 -0.74 0.63 -0.560
H -2.495617 -1.580668 1.660090 0.60 1.09 -0.03 0.273
H -2.922466 -0.209728 2.608102 0.98 -0.29 -0.20 0.263
H -2.855636 0.854245 -0.932072 -1.51 -0.32 0.54 0.497
H -1.751490 0.453017 -2.224066 0.08 -0.87 -1.60 0.487
H -1.432253 2.812029 -0.117885 -0.27 0.39 1.67 0.136
H 0.641162 -1.035993 1.775014 0.21 0.96 0.35 0.342
H 3.130248 -0.714063 2.085260 0.03 0.27 0.32 0.351
H 4.454242 -0.139178 -0.057289 -0.41 -0.01 0.32 0.353
H 3.453830 0.526646 -2.009815 -1.76 0.02 0.53 0.289
H 0.905784 0.822936 -2.066714 -0.29 -0.42 -0.02 0.245


23
Properties=species:S:1:pos:R:3:forces:R:3:mulliken_charge:R:1 method="wB97M-V/def2-TZVPD" homo_ha=-0.2975 e_lumo_ev=-0.40 gap_ev=7.70 e_above_lowest_kj_mol=562.86 total_charge=0
C 4.130426 -1.951944 0.158782 0.09 -0.56 0.70 -0.025
C 3.446467 -0.974599 0.118399 0.91 -1.78 -0.45 -0.578
C 0.808394 1.905713 0.051614 -1.00 2.43 -0.60 -0.854
C 2.123024 2.199622 -0.343516 -3.05 0.32 1.04 -0.216
C 2.533799 0.006092 -0.203248 -2.37 -0.67 1.01 0.401
C 0.228448 0.662252 -0.146058 1.10 -1.82 0.58 0.115
C -2.086579 -1.277453 1.901939 1.62 -0.40 -0.05 -1.028
C -2.707008 0.717551 -1.592767 -0.66 1.20 1.08 -0.417
C -2.293472 -0.922935 0.445724 0.49 -1.38 -0.54 0.539
N 2.942174 1.199222 -0.297896 2.60 0.47 -0.93 -0.505
N 1.171046 -0.333319 -0.186180 0.61 0.07 -1.86 0.046
S -1.625538 -1.788244 -0.806039 -0.17 -0.76 0.86 -0.371
S -3.199648 0.448627 0.095085 -0.93 0.69 0.82 -0.070
H 4.614449 -2.859311 0.408733 0.39 -0.13 -0.17 0.442
H 0.018052 2.648617 0.272878 1.06 0.17 -0.15 0.312
H 2.499779 3.156317 -0.637742 0.07 0.51 0.00 0.457
H -2.513468 -0.513241 2.579077 -0.25 -0.79 -0.22 0.348
H -2.332994 -2.384271 2.101835 0.23 1.95 -0.12 0.274
H -0.946878 -1.134699 2.022494 -1.58 -0.47 -0.05 0.231
H -1.668747 0.593439 -1.369825 1.04 -0.54 -1.22 -0.014
H -2.814567 1.790535 -1.713682 -0.53 0.18 -0.45 0.346
H -3.266030 0.104429 -2.282419 0.43 -0.10 -0.30 0.298
H 0.938876 -1.292410 -0.577179 -0.08 1.41 1.02 0.269


24
Properties=species:S:1:pos:R:3:forces:R:3:mulliken_charge:R:1 method="wB97M-V/def2-TZVPD" homo_ha=-0.5452 e_lumo_ev=-10.53 gap_ev=4.31 total_charge=+2
C -3.547970 -0.967205 0.697587 1.60 -0.86 -0.83 -0.625
C -1.891612 -0.944119 0.470683 -1.40 -0.06 0.33 -0.156
S -1.572233 -1.708992 -1.219078 0.29 0.69 0.23 0.024
C -0.485244 -0.505224 -2.229152 1.12 1.70 1.62 -0.524
C 0.697351 -0.016259 -1.152184 1.76 0.43 1.12 0.116
C 1.866987 -1.170332 -0.853021 1.47 3.69 2.92 -0.429
C 3.059825 -0.824956 0.217375 -3.16 1.62 -1.34 -0.431
C 3.050412 0.641118 0.957046 -0.73 2.54 0.84 0.381
N 3.990588 1.232634 2.011675 -4.98 0.80 -3.48 -0.400
S 3.365702 2.849043 2.383235 -1.15 -2.87 -2.58 0.350
N 1.936168 3.122733 1.390729 3.04 -6.84 -1.13 -0.482
C 1.884933 1.791117 0.639230 -0.68 0.35 0.13 0.289
C 0.684442 1.478076 -0.432291 1.32 -3.64 0.13 -0.391
H -3.808195 -1.704207 1.569706 0.09 1.83 -1.62 0.366
H -3.882516 0.139551 0.990428 -0.75 -2.21 0.58 0.226
H -4.010036 -1.249812 -0.340885 0.49 0.54 2.20 0.460
H -1.307775 -1.498632 1.325356 -1.13 1.39 -1.63 0.394
H -1.590367 0.195701 0.549962 1.51 -2.21 0.23 0.071
H -1.198430 0.384684 -2.513753 1.78 -1.65 0.19 0.204
H -0.018739 -1.051352 -3.171322 -1.20 1.02 2.15 0.410
H 1.882989 -2.225288 -1.375550 -0.21 2.49 1.09 0.335
H 3.908798 -1.605363 0.503503 -2.06 1.87 -0.77 0.358
H -0.197687 2.227413 -0.715406 2.37 -1.35 0.32 0.660
Ti -2.817394 1.409674 0.296127 0.62 0.73 -0.71 0.795


24
Properties=species:S:1:pos:R:3:forces:R:3:mulliken_charge:R:1 method="wB97M-V/def2-TZVPD" smiles="Cc1cccc(/N=C/C(N)=O)c1.N#N" homo_ha=-0.3311 e_lumo_ev=-0.06 gap_ev=8.94 e_above_lowest_kj_mol=0.00 total_charge=0
C -1.253581 -3.274686 0.222173 2.33 2.61 0.79 -1.647
C -1.252129 -1.843390 -0.184063 -1.08 2.72 0.34 0.607
C -2.184014 -1.374714 -1.136185 3.01 0.14 1.25 -0.764
C -2.081909 -0.107224 -1.697446 0.35 -1.76 2.18 -0.603
C -1.213085 0.828349 -1.169500 -0.63 -0.82 -0.57 -0.473
C -0.360681 0.444530 -0.119245 -1.14 1.54 -0.59 0.440
N 0.499084 1.460336 0.359028 0.30 -0.16 -0.57 -0.393
C 1.029394 1.458860 1.504121 -1.90 -1.38 0.10 0.218
C 1.974507 2.559374 1.819259 0.77 -1.80 0.50 0.078
N 2.400504 3.280829 0.773414 0.66 1.93 2.91 -0.351
O 2.446389 2.574743 2.932738 0.08 0.95 1.02 -0.588
C -0.430389 -0.830619 0.380292 1.83 -2.02 1.06 -0.023
H -2.161329 -3.665819 0.454764 -2.76 -0.92 0.81 0.450
H -0.880246 -3.759418 -0.603396 1.03 -1.71 -1.76 0.385
H -0.558759 -3.339140 1.039934 0.22 -0.62 0.45 0.381
H -2.813192 -2.113234 -1.486895 -1.60 -1.14 -1.10 0.487
H -2.769078 -0.038388 -2.463226 -1.13 1.42 -1.73 0.424
H -1.337037 1.782777 -1.635098 0.87 0.79 0.30 0.398
H 0.722353 0.657412 2.265625 0.92 1.42 -0.58 0.359
H 2.229584 2.867163 -0.083907 -0.22 0.00 -2.24 0.229
H 3.027278 4.052216 1.073996 -0.49 -1.05 -1.23 0.257
H 0.373956 -1.052437 1.178644 -1.53 -0.12 -1.27 0.128
N 2.236365 0.143620 -2.056443 0.28 -1.68 1.32 -0.036
N 2.356018 -0.711140 -1.368586 -0.18 1.65 -1.38 0.038


25
Properties=species:S:1:pos:R:3:forces:R:3:mulliken_charge:R:1 method="wB97M-V/def2-TZVPD" multiplicity=3 homo_ha="-0.1802 / -0.3212" e_lumo_ev="0.64 / -0.54" gap_ev="5.54 / 8.20" total_charge=0
C 4.189482 0.607769 -0.030787 4.57 0.05 1.16 -0.395
C 3.404456 1.071553 0.989869 3.13 2.52 1.68 -0.509
C 3.751619 -0.198399 -0.995330 -1.56 -2.47 -3.94 -0.501
C 2.080338 0.899003 0.934975 -2.90 0.89 3.06 -0.625
C 2.360041 -0.318964 -1.140467 0.43 1.10 1.51 0.366
C 1.538908 0.232532 -0.099185 0.13 -0.53 -1.20 0.909
C -0.688622 -3.054690 0.175721 0.08 -0.33 -0.47 0.757
C -3.306430 -0.211105 0.134752 0.00 -0.35 0.66 -0.815
C -0.846988 0.031818 0.240377 -4.18 -0.74 2.40 -0.232
N 1.608073 -0.749285 -2.150966 0.28 -0.31 0.36 -1.162
N 0.363881 -0.700365 -1.647577 -4.47 0.20 -3.04 0.141
N 0.241232 0.027078 -0.440224 6.45 0.15 -3.79 0.286
N -1.985590 -0.308329 -0.461928 -1.22 0.31 -0.43 -0.288
O -1.243491 -3.259373 -0.817684 -0.51 -0.10 -0.43 -0.429
O -0.110689 -2.893439 1.153210 0.48 0.16 0.97 -0.340
H 5.318058 0.699863 -0.023851 -1.41 0.29 0.44 0.261
H 3.887916 1.728683 1.812093 -0.95 -1.35 -1.44 0.257
H 4.322983 -0.779331 -1.788546 -0.20 1.26 1.28 0.318
H 1.451166 1.298358 1.764840 0.40 -0.34 -0.83 0.214
H -3.049446 0.147642 1.154283 -1.16 -0.06 -0.37 0.291
H -3.949734 0.515913 -0.441232 0.50 -0.82 0.84 0.252
H -3.801645 -1.255335 0.207090 0.65 1.79 -0.10 0.266
H -0.812336 0.552652 1.161603 -0.53 0.37 0.61 0.325
H -0.321907 -0.252666 -2.373679 1.51 -1.21 1.52 0.341
H -1.929248 -1.127474 -1.021481 0.49 -0.48 -0.46 0.311


35
Properties=species:S:1:pos:R:3:forces:R:3:mulliken_charge:R:1 method="wB97M-V/def2-TZVPD" homo_ha="-0.1464 / -0.1464" e_lumo_ev="1.95 / 1.95" gap_ev="5.94 / 5.94" e_above_lowest_kj_mol=121.22 total_charge=-1
Pd 0.362809 -0.848162 -0.766354 -0.53 0.28 0.23 0.109
N 3.081192 0.422157 -1.324646 0.16 0.00 -0.12 -0.242
N 4.109362 -0.285271 -1.901418 0.17 0.06 -0.02 -0.252
C 4.067887 -1.643690 -1.950416 0.09 0.95 0.02 0.485
N 5.154306 -2.221085 -2.504134 -0.12 -0.22 -0.05 -0.374
N 2.955873 -2.184718 -1.496378 0.34 -0.99 -0.10 -0.252
N 2.958315 -3.565399 -1.439281 -0.53 0.17 -0.03 1.055
O 1.875175 -4.058580 -1.235486 0.09 -0.09 0.03 -0.584
O 3.990521 -4.241091 -1.569974 -0.13 -0.15 0.13 -0.774
H 2.426473 0.869205 -1.956194 0.04 -0.03 0.04 0.194
H 3.323622 0.932729 -0.491737 0.00 -0.01 -0.04 0.184
H 4.842187 0.172041 -2.431572 -0.20 0.04 0.10 0.159
H 5.972595 -1.657856 -2.642846 0.03 0.02 0.03 0.194
H 5.232481 -3.221681 -2.362214 0.01 0.21 -0.03 0.278
S -2.630690 5.616943 -0.150984 0.22 -0.12 -0.01 -0.321
C -1.735421 4.224711 -0.339251 -0.42 0.09 -0.01 0.090
S -1.471028 3.460582 -1.850101 0.06 0.11 -0.34 -0.133
C -0.552914 2.084179 -1.303964 0.05 -0.30 -0.04 0.506
C -0.367948 2.025515 0.034955 0.17 -0.22 -0.03 -0.119
S 0.516842 0.758292 0.858746 -0.24 -0.18 -0.23 -0.342
S -1.086331 3.317765 0.956119 0.11 0.00 0.36 -0.097
S -0.047777 0.860745 -2.438191 0.18 0.31 -0.11 -0.531
C -3.737726 -0.092353 4.144757 -0.06 0.01 0.01 -1.181
C -3.394672 -0.125352 2.681373 -0.05 0.01 0.15 1.054
C -3.938866 0.784743 1.781809 0.03 -0.04 0.02 -0.655
C -3.564065 0.632897 0.462587 -0.08 0.08 -0.13 -0.285
N -2.711509 -0.297386 0.055658 0.14 0.08 -0.11 -0.316
C -2.169922 -1.060913 1.003185 0.14 -0.41 0.02 0.207
S -0.906389 -2.230646 0.547324 0.26 0.31 0.29 -0.351
N -2.515671 -1.042827 2.297718 0.00 0.00 -0.05 -0.499
H -4.811720 0.006160 4.310162 -0.01 0.02 -0.06 0.343
H -3.255163 0.764158 4.619672 0.03 0.00 0.01 0.263
H -3.383588 -1.002230 4.623172 0.04 0.00 -0.01 0.335
H -4.622618 1.563152 2.089188 -0.01 0.01 0.03 0.378
H -3.965623 1.283268 -0.311285 0.00 -0.02 0.03 0.476


22
Properties=species:S:1:pos:R:3:forces:R:3:mulliken_charge:R:1 method="wB97M-V/def2-TZVPD" multiplicity=3 homo_ha="-0.3459 / -0.4707" e_lumo_ev="-4.48 / -8.83" gap_ev="4.93 / 3.98" e_above_lowest_kj_mol=279.06 total_charge=+1
C 4.734658 -0.835467 0.232832 -0.59 0.56 -0.19 -0.223
C -1.014220 -2.351117 -0.270579 0.13 -0.71 -1.05 -0.269
C -1.117941 -1.830034 1.008730 -0.31 1.69 2.01 -0.535
C -1.122633 -1.516162 -1.371918 -0.18 1.33 -1.03 -0.561
C -1.329434 -0.473686 1.189403 0.14 -1.66 0.92 -0.191
C -1.341206 -0.161033 -1.199378 0.39 -1.76 -1.82 0.166
C -1.450408 0.364472 0.086483 -0.08 1.42 0.81 0.303
C -1.703400 1.830694 0.271631 0.35 1.17 0.33 -0.783
C 0.604847 2.258333 -0.015437 7.20 -3.01 -1.02 -0.410
N 3.840860 -0.166540 -0.043369 1.12 -1.06 0.34 0.251
O -0.543002 2.678370 0.141513 -7.35 2.35 0.83 -0.297
O 2.879516 0.468994 -0.331256 -0.99 0.71 -0.34 -0.595
H 5.613357 -1.350168 0.471469 0.62 -0.36 0.17 0.531
H -0.856555 -3.408083 -0.414624 0.03 -0.17 -0.01 0.449
H -1.044547 -2.479731 1.865902 0.05 -0.07 0.10 0.433
H -1.049042 -1.919306 -2.368593 0.03 -0.07 -0.09 0.430
H -1.413852 -0.071228 2.187956 0.01 0.07 0.03 0.423
H -1.440899 0.482775 -2.060716 0.02 0.10 -0.03 0.449
H -2.414177 2.229255 -0.462087 0.01 -0.40 0.00 0.362
H -2.102547 2.053791 1.266255 0.01 -0.30 -0.08 0.389
H 0.870260 1.198501 -0.079780 -0.25 0.38 0.09 0.343
H 1.400362 2.997370 -0.104447 -0.35 -0.21 0.02 0.337


21
Properties=species:S:1:pos:R:3:forces:R:3:mulliken_charge:R:1 method="wB97M-V/def2-TZVPD" homo_ha="-0.4832 / -0.4728" e_lumo_ev="-6.37 / -6.65" gap_ev="6.78 / 6.21" e_above_lowest_kj_mol=481.38 total_charge=+1
C 1.392406 -2.188420 -0.021865 -0.94 -1.73 -0.66 -0.568
C 2.502918 -1.577235 -0.497891 2.91 -1.62 0.37 -0.432
C 0.337143 -1.453221 0.473992 -0.37 1.06 -0.27 -0.451
C 2.674478 -0.249780 -0.389874 1.36 1.78 -1.09 -0.311
C 0.449638 -0.073487 0.560123 0.36 0.33 -1.54 1.098
C 1.589630 0.529765 0.020771 1.41 2.28 0.86 0.113
C -1.209881 2.292714 -0.717046 0.69 -1.67 1.03 0.057
C -0.669030 0.800776 0.982617 0.15 0.17 3.48 -1.713
C -2.759733 0.441454 -0.237770 1.17 -0.11 -1.20 -0.707
N -1.557942 1.268995 -0.062371 0.91 0.78 0.09 0.253
S 1.821327 2.282172 0.060050 -1.05 -1.32 -0.35 -0.023
H 1.399352 -3.266307 -0.204312 -0.68 0.26 0.54 0.362
H 3.382117 -2.212606 -0.757729 -0.92 0.60 -0.15 0.322
H -0.651657 -1.825436 0.594938 -0.40 -0.93 0.71 0.394
H 3.660924 0.190676 -0.692037 -1.28 -0.17 0.33 0.349
H -1.775197 2.384026 -1.577887 -0.99 1.53 -2.09 0.276
H -1.211922 0.089767 1.636567 -0.37 1.05 0.02 0.532
H -0.336635 1.755964 1.560742 -0.43 -2.04 -0.89 0.484
H -3.328027 0.565221 0.625635 -0.90 -0.08 1.69 0.364
H -2.336602 -0.572529 -0.309772 -0.86 0.22 -0.38 0.267
H -3.373297 0.817490 -1.046886 0.23 -0.37 -0.50 0.332


22
Properties=species:S:1:pos:R:3:forces:R:3:mulliken_charge:R:1 method="wB97M-V/def2-TZVPD" homo_ha="-0.3332 / -0.3332" e_lumo_ev="-0.68 / -0.68" gap_ev="8.39 / 8.39" e_above_lowest_kj_mol=554.03 total_charge=0
C -1.498976 -1.719972 0.819075 1.30 -2.91 -1.24 -1.565
C -0.509202 -0.768067 0.252794 0.72 1.79 1.18 0.968
C 0.454813 -1.303333 -0.729733 1.20 0.40 -0.58 -1.028
C 1.803062 -1.168961 -0.864787 -1.46 -0.91 0.38 -0.362
C 2.743618 -0.228280 -0.237877 1.60 -4.26 0.48 -0.566
C 2.381730 0.968209 -0.412807 -3.14 3.05 0.28 0.154
C 1.292717 1.649451 -0.748831 -0.23 2.44 0.33 -0.543
C -0.167333 1.699708 -0.351754 -2.09 -0.14 1.57 -0.468
C -1.332663 0.423044 -0.190302 3.98 2.76 1.05 -0.528
S -1.310179 1.714811 1.122703 0.63 -1.11 -0.90 1.002
O -2.269548 2.773371 1.012499 -0.26 0.12 -0.41 -0.602
O -0.992271 1.259972 2.464218 0.32 -0.08 -1.11 -0.591
H -2.371495 -1.619126 0.267704 -2.04 0.16 -0.89 0.417
H -1.673095 -1.443470 1.805201 -0.46 -0.03 1.90 0.416
H -1.240177 -2.807934 0.652864 0.09 1.08 0.77 0.379
H 0.086093 -0.358896 1.101599 -0.09 -0.40 -0.47 0.450
H -0.007590 -1.902183 -1.487480 -0.09 -0.93 -0.17 0.350
H 2.196891 -1.976898 -1.415777 0.78 -0.55 -1.18 0.457
H 3.660957 -0.666784 0.205090 -0.74 0.71 0.11 0.394
H 1.416964 2.577192 -1.325776 0.32 -0.75 -0.60 0.278
H -0.729591 2.486809 -0.880827 0.73 -0.24 -0.05 0.436
H -1.934727 0.411338 -1.057798 -1.08 -0.20 -0.46 0.550


The following molar mass values (in g mol⁻¹) correspond, in order, to the records above: 178.2, 226.3, 210.3, 258.2, 190.2, 206.2, 547.0, 164.2, 164.3, 182.2.